1.
C10H20Hg2O8S2 | wB97M-V/def2-TZVPD

HOMO-LUMO gap	2.0406	eV
net charge	+2
LUMO level	-12.61	eV

Element x y z (Å)
Hg -3.713 -4.122 -3.597
Hg -1.733 -6.775 -7.554
S -6.537 -6.335 0.497
S -2.663 -11.480 -9.864
O 0.829 -2.566 -4.701
O -2.785 -10.918 -11.196
O -0.455 -4.472 -4.798
O -2.239 -10.559 -8.797
O 0.928 -4.017 -6.367
O -7.884 -5.769 0.479
O -5.620 -5.788 -0.546
O -4.425 -7.188 -5.002
C -4.957 -8.430 -4.561
C -6.659 -8.068 0.485
C -1.658 -13.029 -9.913
C -5.345 -7.690 2.479
C 0.408 -3.723 -5.310
C -5.791 -6.237 2.127
C -4.043 -12.332 -9.037
C -3.473 -13.518 -8.287
C -6.572 -8.606 2.011
C -2.320 -14.088 -9.075
H -7.458 -8.412 2.615
H -5.827 -8.214 -3.941
H -2.670 -14.914 -9.695
H -5.471 -9.048 -5.298
H -4.190 -9.092 -4.159
H 0.335 -2.441 -3.887
H -3.129 -13.115 -7.335
H -4.434 -7.705 1.881
H -1.618 -14.418 -8.310
H -6.360 -9.675 1.969
H -0.676 -12.714 -9.560
H -5.784 -8.502 0.000
H -4.466 -11.553 -8.402
H -7.567 -8.365 -0.041
H -5.122 -7.734 3.545
H -5.104 -5.410 2.306
H -4.776 -12.647 -9.779
H -6.654 -6.061 2.769
H -4.133 -14.306 -7.924
H -1.809 -13.340 -10.947

Löwdin atomic charge list, values in e, 6 entries: 0.90 0.84 0.67 0.73 0.18 -0.30

***

2.
C10H20N2OSi | wB97M-V/def2-TZVPD

ΔE to the lowest compared entry with this formula, charge and spin	90.09	kJ/mol
HOMO-LUMO gap (spin up / spin down)	9.8423 / 5.4911	eV
LUMO level (spin up / spin down)	-0.15 / -3.19	eV

Element x y z (Å)
Si 1.570 1.237 -0.795
O 0.849 0.124 -0.059
N -1.558 1.381 -2.108
N -1.566 -1.422 -0.147
C 1.779 1.057 -2.772
C -2.362 -2.985 1.422
C -1.197 -0.588 2.110
C -1.799 0.659 -1.253
C -1.291 -1.845 1.140
C 3.558 1.042 -0.729
C -1.696 0.544 1.191
C 0.131 -2.519 0.986
C -2.052 -0.169 -0.091
C 1.034 3.081 -0.643
H -0.103 -0.447 2.143
H -2.490 1.118 1.758
H -1.984 -3.821 2.104
H 2.285 2.102 -3.133
H 0.738 1.125 -3.159
H 1.603 3.906 -0.287
H -3.271 -2.643 1.840
H 3.840 1.957 -1.116
H 0.222 2.910 0.014
H -0.862 1.310 1.015
H 2.340 0.279 -3.280
H 3.691 1.247 0.263
H 0.429 3.508 -1.541
H 0.817 -1.786 0.454
H 4.099 0.193 -1.176
H -0.048 -3.511 0.509
H -2.647 -3.544 0.496
H 0.741 -2.657 1.974
H -3.278 -0.238 -0.259
H -1.522 -0.608 3.131

Löwdin atomic charge list, values in e, 6 entries: 0.37 -0.23 0.18 0.13 -0.12 -0.03

***

3.
C10H20N2P | wB97M-V/def2-TZVPD

ΔE to the lowest compared entry with this formula, charge and spin	205.64	kJ/mol
HOMO-LUMO gap (spin up / spin down)	7.9981 / 7.9987	eV
structure (SMILES)	C=[N+]1C=CN(C)[C@H]1P(=C)(CC)CC
net charge	+1
LUMO level (spin up / spin down)	-3.55 / -3.55	eV

Element x y z (Å)
P -0.054 0.659 -0.010
N 0.021 -2.267 -0.675
N 0.127 -0.729 -2.279
C 1.493 1.045 2.427
C -1.935 2.122 1.724
C 1.485 0.335 1.045
C -0.412 -2.841 0.585
C -0.208 0.279 -3.036
C -1.578 0.773 0.922
C 0.319 1.998 -0.968
C 1.144 -2.506 -1.383
C -0.574 -1.026 -1.078
C 1.222 -1.581 -2.353
H -0.013 -3.785 0.540
H -0.471 2.648 -1.296
H -2.425 2.938 1.079
H -1.573 -2.905 0.663
H -1.471 -0.016 1.589
H -0.026 -2.250 1.403
H 1.070 2.093 2.157
H 0.499 0.854 -3.652
H -2.611 1.841 2.538
H -1.102 2.776 2.092
H 2.323 0.888 0.509
H -1.191 0.695 -3.031
H 1.697 -0.781 1.061
H -1.593 -0.960 -1.234
H 2.515 0.915 2.833
H 1.273 2.360 -1.168
H 0.868 0.588 3.230
H 1.763 -3.330 -1.239
H 1.881 -1.422 -3.146
H -2.461 0.589 0.151

Löwdin atomic charge list, values in e, 6 entries: 0.92 -0.14 -0.18 -0.14 -0.11 -0.32

***

4.
C10H20N2S | wB97M-V/def2-TZVPD

ΔE to the lowest compared entry with this formula, charge and spin	447.14	kJ/mol
HOMO-LUMO gap (spin up / spin down)	7.5771 / 7.5780	eV
LUMO level (spin up / spin down)	0.16 / 0.16	eV

Element x y z (Å)
S 0.490 -2.135 -1.038
N 1.715 -0.317 0.482
N 2.653 -0.926 -0.065
C -1.267 1.281 -1.286
C 0.909 0.551 -2.464
C 2.402 -1.953 -0.925
C -0.049 -2.046 2.040
C 0.897 2.291 -0.628
C -0.506 0.415 2.221
C 0.184 1.199 -1.256
C -1.947 -1.124 0.626
C -0.583 -0.833 1.251
C 0.454 -0.689 0.065
H -1.798 0.449 -1.505
H 2.000 0.813 -2.445
H -2.602 -0.204 0.449
H 1.073 -1.875 2.026
H 2.600 -2.905 -0.523
H 0.600 0.724 2.303
H 2.722 -1.763 -1.967
H -1.730 1.529 -0.270
H -0.199 -2.998 1.409
H 0.438 3.263 -0.885
H 0.539 -0.368 -2.771
H -1.766 -1.783 -0.289
H -2.593 -1.921 1.186
H -0.582 -2.011 3.026
H 1.105 2.312 0.425
H -1.219 1.220 1.753
H 0.565 1.134 -3.510
H 2.040 2.224 -0.901
H -0.949 0.111 3.119
H -1.499 2.213 -1.945

Löwdin atomic charge list, values in e, 6 entries: 0.90 0.00 -0.05 -0.10 -0.11 -0.40

***

5.
C10H20N3 | wB97M-V/def2-TZVPD

ΔE to the lowest compared entry with this formula, charge and spin	468.82	kJ/mol
HOMO-LUMO gap	7.8610	eV
structure (SMILES)	C#[N+]CN[C@@H](C)/N=C(\CC)CCC
net charge	+1
LUMO level	-4.43	eV

Element x y z (Å)
N 0.578 -0.448 -0.054
N 3.159 0.782 -0.608
N 2.735 -1.445 0.226
C -3.090 -1.040 -0.506
C 0.888 -2.481 1.393
C -1.570 -1.331 -0.743
C -0.612 -0.221 -0.359
C -1.371 3.372 0.734
C 1.336 -1.696 0.125
C 3.016 1.909 -0.471
C -1.665 1.867 0.666
C 3.257 -0.578 -0.746
C -0.935 1.275 -0.531
H -1.256 -1.584 -1.823
H 2.946 2.882 -0.107
H -1.851 3.780 1.632
H -1.355 -2.238 -0.123
H 1.397 -2.191 2.333
H -0.290 3.651 0.637
H -1.734 3.741 -0.281
H 1.125 -3.555 1.318
H 4.334 -0.849 -1.091
H -3.178 -0.798 0.623
H 3.026 -1.146 1.139
H -1.372 1.304 1.513
H -2.696 1.711 0.393
H -0.161 -2.401 1.275
H -3.711 -1.864 -0.940
H -3.519 -0.184 -0.989
H -1.402 1.363 -1.440
H -0.001 1.698 -0.661
H 2.726 -0.884 -1.806
H 1.247 -2.402 -0.726

Löwdin atomic charge list, values in e, 6 entries: 0.11 0.16 -0.01 -0.09 -0.01 -0.17

***

6.
C10H20NO | wB97M-V/def2-TZVPD

ΔE to the lowest compared entry with this formula, charge and spin	466.18	kJ/mol
HOMO-LUMO gap	7.1307	eV
net charge	+1
LUMO level	-4.89	eV

Element x y z (Å)
O -0.097 -1.744 0.268
N -0.091 1.185 0.570
C -1.798 1.433 -1.085
C 1.870 2.643 0.183
C -0.623 0.553 -0.529
C 1.763 -3.374 0.096
C -2.278 -1.083 0.589
C 1.307 1.325 0.631
C -1.429 -1.508 -1.828
C 0.838 -2.514 0.111
C -1.145 -0.920 -0.405
C 1.888 0.937 2.058
H -1.819 -1.252 1.569
H 1.669 2.852 -0.866
H -2.950 -1.838 0.160
H 2.990 0.962 2.193
H -0.405 -1.328 -2.309
H -1.547 -2.625 -1.894
H -0.610 1.769 1.181
H 2.981 2.733 0.294
H -2.341 0.939 -1.869
H 0.246 0.551 -1.291
H -1.446 2.335 -1.665
H -2.167 -0.900 -2.394
H 2.771 -3.125 -0.082
H 1.635 0.540 0.038
H 1.281 1.460 2.822
H 1.645 -0.160 2.015
H 1.463 3.363 0.731
H -2.980 -0.235 0.467
H -2.309 1.484 -0.157
H 1.687 -4.457 0.398

Löwdin atomic charge list, values in e, 6 entries: 0.14 0.00 0.00 -0.04 -0.36 0.15

***

7.
C10H20NO | wB97M-V/def2-TZVPD

ΔE to the lowest compared entry with this formula, charge and spin	244.53	kJ/mol
HOMO-LUMO gap (spin up / spin down)	8.3084 / 6.8277	eV
net charge	+1
LUMO level (spin up / spin down)	-3.09 / -3.99	eV

Element x y z (Å)
O -1.328 0.007 -1.311
N 1.045 0.056 -2.596
C -0.711 1.372 1.124
C 0.533 -0.698 1.810
C 1.447 1.481 -2.850
C -0.756 -0.665 -0.300
C -0.714 -0.163 1.096
C 2.249 1.843 -1.635
C 1.657 -0.341 -1.312
C 2.378 0.773 -0.828
C -1.992 -0.658 1.843
C -2.122 -2.168 1.988
H -2.278 -2.652 1.029
H -0.532 1.713 2.139
H 2.950 0.750 0.080
H 1.312 -0.560 -3.369
H -2.978 -2.389 2.618
H -0.654 -1.720 -0.501
H 2.051 1.552 -3.758
H 0.002 -0.001 -2.498
H 0.566 2.112 -2.982
H -1.245 -2.598 2.461
H -1.670 1.790 0.817
H -2.874 -0.268 1.331
H 2.679 2.816 -1.511
H 0.415 -0.608 2.885
H -1.570 0.901 -1.012
H 0.085 1.770 0.496
H -1.960 -0.208 2.837
H 0.707 -1.740 1.567
H 1.404 -0.126 1.513
H 1.907 -1.372 -1.169

Löwdin atomic charge list, values in e, 6 entries: 0.03 0.06 -0.03 -0.03 -0.10 -0.09

***

Number 1: electronic energy -57064.3542 eV. Number 2: electronic energy -23594.2588 eV. Number 3: electronic energy -22953.1728 eV. Number 4: electronic energy -24504.3214 eV. Number 5: electronic energy -15154.2175 eV. Number 6: electronic energy -14220.6049 eV. Number 7: electronic energy -14222.9022 eV.